Record 1
Molecular formula: C24H84F6N30O18P
Method: DFT, ωB97M-V/def2-TZVPD

**LUMO**: 1.9 eV
**Charge**: -1
**E**: -4903.45744 Eh
**Orbital gap**: 9.4 eV
**2S+1**: 1

```
163
Properties=species:S:1:pos:R:3:forces:R:3
P -0.262152 0.757220 0.277283 -1.72 -2.81 3.07
F -0.559620 2.060686 -0.472784 0.43 1.39 -1.13
F -0.540005 1.614212 1.823415 0.11 -0.23 -1.53
F -1.842432 0.389126 0.211340 -0.69 0.59 0.51
F -0.113518 -0.507098 1.277752 0.40 -0.67 0.32
F -0.069097 -0.239557 -0.955230 0.62 0.67 -0.84
F 1.285852 1.004393 0.407692 0.74 0.77 -0.04
C -2.865862 -6.000264 -4.758632 1.69 0.34 -2.51
C -1.412025 -5.523299 -4.829834 0.49 -0.30 0.12
C -1.218377 -4.268209 -5.720013 -0.42 -0.34 -0.55
O -0.979515 -5.382806 -3.438452 -1.44 0.08 -1.15
H -3.071882 -6.391168 -5.797336 -0.32 0.34 1.11
H -3.505471 -5.192750 -4.488400 -0.65 0.46 0.29
H -2.828977 -6.783595 -4.064936 -0.59 -1.21 1.02
H -0.821354 -6.357848 -5.290198 -0.22 0.54 0.35
H -1.949053 -3.479337 -5.485320 0.37 -0.16 0.24
H -1.355344 -4.468560 -6.830817 0.07 -0.21 1.32
H -0.196107 -3.908872 -5.624364 0.07 0.27 0.12
H -0.054624 -5.159946 -3.335118 0.75 0.15 -0.20
C 4.108517 1.674614 2.506198 0.21 -1.05 -0.88
C 3.526137 3.017743 2.740628 0.60 1.95 -0.38
C 4.657551 4.055977 2.922349 -0.86 0.82 0.76
O 2.767310 3.374678 1.584125 0.68 -2.33 -0.13
H 4.789200 1.366057 3.277391 0.21 -0.09 0.65
H 4.683499 1.595949 1.574695 -0.05 0.45 0.05
H 3.342744 0.918595 2.384905 -0.21 -0.17 -0.01
H 2.864041 3.050010 3.615629 0.10 -0.16 0.01
H 4.362361 5.125908 3.033965 -0.36 -0.90 0.35
H 5.330105 4.116389 2.125922 0.67 -0.40 -2.08
H 5.352836 3.784577 3.688514 0.00 -0.16 1.20
H 2.510114 4.277067 1.623201 -0.40 2.09 0.04
C 6.214620 -1.903483 -1.822685 -0.64 1.38 -0.30
C 6.255366 -1.213373 -0.458316 1.73 1.20 -0.97
C 7.568706 -1.270482 0.369689 -1.06 1.26 1.01
O 5.856720 0.156839 -0.602695 0.25 0.01 0.08
H 5.438556 -1.344412 -2.379702 0.16 -0.39 0.02
H 5.864413 -2.919991 -1.801140 0.30 -0.60 0.16
H 7.103108 -1.760503 -2.407542 0.63 -0.25 -0.19
H 5.524153 -1.700978 0.080786 -1.64 -1.06 1.74
H 7.680025 -2.260926 0.737842 0.46 -1.18 -0.13
H 7.441816 -0.717466 1.351139 -0.14 -0.16 -1.22
H 8.495704 -0.887436 -0.067295 -0.38 -0.18 -0.38
H 5.087300 0.196943 -1.193699 0.19 0.06 0.13
C -3.448119 -1.480530 5.282210 1.66 -0.67 -0.15
O -2.601776 -2.371661 4.974934 -1.04 0.96 0.24
N -4.605490 -1.370778 4.595725 -1.09 2.23 1.93
N -3.189826 -0.615433 6.310728 1.89 -0.21 0.39
H -5.285144 -0.581789 4.692427 1.13 -1.06 -0.07
H -4.655974 -1.844015 3.753766 -0.09 -1.13 -1.69
H -3.686332 0.244066 6.396914 -0.62 0.68 -0.19
H -2.169112 -0.458640 6.564962 -1.97 -0.86 -0.66
C 2.444859 -4.767191 3.424733 0.06 0.41 -1.36
O 2.140405 -5.244461 2.317807 0.50 -0.23 1.29
N 2.537349 -3.411464 3.592732 -1.90 1.81 0.03
N 2.886505 -5.468404 4.519423 -0.29 -1.80 -2.19
H 2.085432 -2.930642 2.778744 0.69 -0.66 0.98
H 2.082983 -2.984795 4.451306 0.95 -0.59 -1.05
H 2.750710 -5.046320 5.368298 -0.13 1.48 2.33
H 2.589467 -6.427039 4.555682 0.04 -0.27 -0.32
C 2.289800 -1.957041 -4.337576 -1.60 1.35 -0.27
O 2.437517 -0.744689 -4.729563 0.27 -2.68 1.07
N 2.436123 -3.010456 -5.190602 1.15 0.96 -1.35
N 1.753841 -2.270595 -3.127851 -0.20 1.70 0.73
H 2.418869 -3.986527 -4.931053 0.04 0.32 0.32
H 2.929291 -2.719882 -6.047124 -0.51 -0.65 0.70
H 1.340603 -3.190706 -2.860397 0.83 0.58 -0.49
H 1.442501 -1.434517 -2.605209 0.10 -0.96 -0.47
C -3.468947 -2.065003 -2.339009 2.29 -2.45 3.24
O -3.581159 -2.578432 -3.434489 -0.47 1.91 -0.98
N -3.392001 -0.739113 -1.896476 -1.06 -0.87 -1.52
N -3.157376 -3.006612 -1.283764 -2.54 4.31 0.22
H -3.776722 -0.059718 -2.533627 0.16 0.15 0.06
H -3.127679 -0.417428 -0.964208 -0.03 -0.63 -0.62
H -2.553677 -3.733740 -1.498409 1.11 -1.55 -0.23
H -3.230426 -2.573636 -0.360298 0.67 -0.96 -0.32
C 1.606233 -5.057391 -1.316215 -1.04 -0.74 -0.23
O 1.496920 -4.809252 -2.534523 0.17 -0.51 -0.29
N 0.783484 -5.953631 -0.702949 -0.31 -0.02 -1.44
N 2.545561 -4.461492 -0.580094 1.65 1.62 -1.05
H -0.031995 -6.298725 -1.262459 1.12 0.76 0.98
H 0.714601 -5.885365 0.289596 -0.36 -0.18 0.56
H 3.185548 -3.785785 -1.090755 -1.41 -1.37 1.17
H 2.581665 -4.579659 0.414607 0.11 -0.07 0.50
C -0.900390 0.589902 -4.937405 -3.01 -1.08 0.80
O -2.000504 1.191741 -4.880247 0.54 0.51 0.00
N 0.226966 1.130918 -5.380959 -0.01 0.40 -0.28
N -0.927691 -0.740261 -4.522209 -0.34 0.27 0.37
H 1.026940 0.589194 -5.153634 1.30 -0.10 -0.20
H 0.290224 2.089605 -5.753667 -0.19 -1.03 0.55
H -0.190980 -1.387860 -4.682287 0.67 -0.03 -0.20
H -1.731437 -1.171186 -4.013381 0.76 1.20 -0.96
C -3.322443 4.529789 1.511799 1.29 0.64 0.61
O -2.775466 4.774692 2.597170 0.52 0.22 1.27
N -3.122921 3.353315 0.920248 -0.67 0.16 -0.28
N -4.042136 5.490353 0.918394 -0.42 -1.69 -0.44
H -2.425278 2.800050 1.373126 0.18 -0.64 0.01
H -3.534614 3.126795 0.009308 0.14 0.04 0.02
H -4.052860 6.427103 1.200832 0.04 0.93 0.53
H -4.418128 5.174026 0.074019 -0.87 0.29 -1.76
C 3.091542 2.213783 -2.222668 1.37 -0.45 -3.24
O 3.566195 2.601254 -3.322277 -0.57 -0.28 1.06
N 2.937352 0.881957 -2.028828 -0.39 -1.77 0.14
N 2.764439 3.095539 -1.309784 -0.62 -0.25 3.64
H 2.600903 0.416153 -1.191340 -0.15 0.99 0.04
H 2.694739 0.335773 -2.859652 0.59 0.48 -0.15
H 2.736867 2.774773 -0.315219 -0.37 0.37 -0.99
H 3.268399 3.944016 -1.358556 0.37 0.95 -0.39
C 0.677059 -0.395693 4.566742 0.09 -1.35 -0.22
O 1.091090 -1.423593 5.136243 -0.59 1.45 -0.29
N 1.489669 0.553526 4.042090 -1.06 0.57 -0.25
N -0.712715 -0.165474 4.403749 0.76 0.01 -0.76
H 2.475041 0.448532 3.939168 0.29 -0.58 0.39
H 1.060062 1.064064 3.285734 0.02 0.38 -0.08
H -1.136012 -1.081133 4.463549 -0.50 -0.21 0.41
H -1.042589 0.285791 3.520919 0.95 -0.33 0.78
C -1.826031 -4.462617 2.005177 -0.45 1.73 1.16
O -1.694418 -5.062249 0.945995 0.03 -0.40 1.15
N -2.147442 -4.973280 3.288832 -0.11 1.02 -0.38
N -1.705130 -3.065939 2.066553 0.06 -1.02 -0.12
H -2.533222 -4.410424 4.092591 0.84 -0.39 -1.67
H -2.174912 -5.953966 3.401499 -0.15 -0.82 -0.16
H -1.628927 -2.683723 3.017384 0.06 0.10 -0.99
H -1.272838 -2.639957 1.237276 -0.25 -0.07 1.00
C -3.913471 2.995581 -2.520778 -1.70 -0.72 0.45
O -4.481947 3.308308 -1.463875 0.99 1.09 1.37
N -2.653338 3.119579 -2.904484 0.29 0.34 -0.04
N -4.742063 2.398097 -3.394900 1.15 -0.34 -2.79
H -2.348768 2.538990 -3.699054 0.41 0.19 0.18
H -2.025010 3.645707 -2.329006 0.27 -0.12 0.05
H -4.320647 2.009285 -4.226336 0.00 -0.07 -0.16
H -5.472429 1.859276 -3.042571 -1.31 -0.53 0.84
C -6.154211 1.701744 2.425719 -1.66 -1.79 0.11
O -6.599694 0.556274 2.694693 1.24 1.88 -0.16
N -5.292223 2.378160 3.225369 0.28 -1.08 1.72
N -6.701342 2.382168 1.338723 0.91 0.33 0.09
H -4.679724 3.094060 2.910063 0.16 0.42 -0.48
H -4.956110 1.913169 4.102766 -0.65 0.54 -1.33
H -6.243975 3.236662 1.023980 -0.07 -0.42 0.16
H -6.951459 1.769523 0.576172 -0.08 0.00 0.18
C -3.131056 3.111025 5.485383 -1.57 -2.17 0.99
O -3.894547 2.320055 6.127291 1.17 1.78 -0.85
N -2.136206 2.603493 4.741294 1.03 1.12 -0.79
N -3.280651 4.461453 5.442650 -1.25 -0.17 1.97
H -1.421094 3.198023 4.335827 -0.43 0.11 0.15
H -1.804880 1.682949 4.881349 -0.10 -1.13 0.43
H -4.152969 4.812922 5.828276 0.29 -0.47 0.12
H -3.085815 4.901705 4.599159 0.80 0.72 -1.91
C 0.522359 5.516307 2.008078 0.83 -1.38 -0.49
O 1.599708 5.837100 1.465637 -0.88 0.14 0.65
N 0.156280 4.184551 2.115958 0.17 1.28 -0.06
N -0.347863 6.392030 2.576918 2.68 1.75 -0.79
H -0.800539 4.051161 2.425444 0.25 -0.53 -0.43
H 0.703649 3.499000 1.575556 -0.83 0.50 0.66
H -0.105121 7.386892 2.444369 -0.55 -1.17 0.22
H -1.239495 6.073310 2.789152 -1.98 -0.31 0.39
C 2.470227 3.610054 -6.251921 0.17 0.50 -1.70
O 2.053262 3.840090 -7.391224 -0.69 0.00 0.83
N 3.669178 2.973679 -6.109026 0.79 -0.95 2.66
N 1.844091 4.022881 -5.094674 0.15 -0.47 -1.09
H 3.894389 2.694984 -5.115755 -0.27 0.27 -1.50
H 3.969698 2.284155 -6.791308 -0.54 0.61 -0.05
H 2.283711 3.869782 -4.228192 0.70 -0.39 1.04
H 1.107838 4.684400 -5.110899 -0.41 0.45 -0.53
```
Positions in Å, forces in eV/Å.

=====

Record 2
Molecular formula: C30H33ClNO4S
Method: DFT, ωB97M-V/def2-TZVPD

**LUMO**: 1.6 eV
**Charge**: -1
**E**: -2377.03055 Eh
**Orbital gap**: 5.5 eV
**2S+1**: 1

```
70
Properties=species:S:1:pos:R:3:forces:R:3
C -6.818772 -1.804949 -0.882904 0.74 -0.35 -0.17
O -5.711936 -2.711986 -1.081907 -0.40 0.21 -0.05
C -4.429536 -2.255873 -1.012643 0.90 0.72 0.33
C -3.388620 -3.184313 -1.303253 -1.36 0.42 0.09
C -2.076543 -2.807377 -1.203418 0.55 0.88 0.54
C -1.716023 -1.552149 -0.655662 -1.57 0.13 -0.31
C -0.317838 -1.327827 -0.381286 1.54 0.14 2.77
C 0.199729 -1.004241 0.897035 -1.22 -0.81 -2.36
C 1.608598 -0.932282 1.118614 0.88 0.09 0.97
C 2.132225 -0.569666 2.330130 0.54 -0.42 -0.61
C 3.654100 -0.597283 2.631357 -0.36 0.21 -0.03
C 4.162241 0.848759 2.697889 -0.07 0.26 -0.02
C 4.427808 -1.325298 1.536639 0.00 -0.03 -0.10
C 3.973405 -1.289845 3.966778 -0.12 -0.08 0.17
C 1.239359 -0.043434 3.372946 0.33 0.98 1.01
O 1.689353 0.541756 4.388687 -0.39 -0.82 -1.12
C -0.208322 -0.198376 3.185118 -0.73 -0.07 -0.49
C -1.164078 0.372410 4.262984 0.21 -0.28 -0.08
C -0.908610 -0.257958 5.638302 0.12 -0.08 0.18
C -2.624043 0.125778 3.890808 -0.12 -0.02 -0.07
C -0.956813 1.893210 4.356248 0.25 0.17 -0.15
C -0.657192 -0.757151 2.020005 -0.49 0.40 0.99
C -2.753338 -0.629538 -0.374870 0.83 -0.34 -0.14
C -4.084310 -0.934428 -0.619148 -0.65 -1.00 -0.07
H -7.707172 -2.432238 -1.000919 0.18 0.25 0.00
H -6.813308 -1.347823 0.115776 0.11 -0.19 -0.14
H -6.797852 -1.009002 -1.637656 -0.07 -0.15 0.09
H -3.654889 -4.198044 -1.582473 -0.06 0.14 -0.11
H -1.266737 -3.487304 -1.443557 -0.18 -0.11 -0.08
H 0.378054 -1.550800 -1.192886 -0.04 0.20 0.12
H 2.264420 -1.236943 0.308913 -0.12 0.11 0.02
H 3.644003 1.392179 3.496704 0.19 -0.09 -0.25
H 5.243335 0.867459 2.891894 -0.15 -0.02 -0.04
H 3.968856 1.345255 1.737808 0.08 0.01 0.20
H 4.084400 -2.359314 1.430242 0.02 0.08 -0.08
H 4.331893 -0.809435 0.576722 0.04 -0.12 0.03
H 5.491153 -1.350097 1.798042 -0.11 0.03 -0.02
H 3.672660 -2.345596 3.947890 0.01 0.15 0.00
H 5.059679 -1.252518 4.128527 -0.18 -0.04 -0.03
H 3.481224 -0.792565 4.810161 0.11 -0.15 -0.26
H 0.121085 -0.086987 5.970904 -0.27 -0.03 -0.11
H -1.593485 0.192888 6.369560 0.10 -0.12 -0.07
H -1.093375 -1.340304 5.614450 0.01 0.17 0.00
H -2.862597 0.573531 2.918587 -0.02 -0.15 0.11
H -2.842096 -0.948093 3.865343 -0.08 0.14 -0.09
H -3.285479 0.590754 4.632775 0.16 -0.10 -0.05
H -1.174432 2.354504 3.383394 0.11 -0.02 0.18
H -1.628833 2.343756 5.098608 0.03 -0.20 -0.08
H 0.076281 2.115383 4.643526 -0.27 0.03 -0.13
H -1.714308 -1.029315 1.924800 0.44 0.37 -0.11
H -2.508109 0.349828 0.035776 0.08 -0.19 -0.26
H -4.858999 -0.174432 -0.446667 0.42 -0.46 -0.04
N 3.115186 4.720891 -9.192738 -0.75 -1.33 1.83
C 2.699185 4.059483 -8.320519 0.69 1.19 -1.69
C 2.111462 3.239674 -7.292692 -0.23 -0.14 0.25
C 0.927471 3.652788 -6.672700 -0.16 0.13 0.21
C 0.295588 2.842577 -5.726402 0.22 0.15 -0.32
C 0.814282 1.582918 -5.422959 -0.11 0.22 -0.03
S -0.076407 0.496791 -4.260532 1.80 -0.36 1.95
C 0.914208 0.333319 -2.807192 -0.33 -1.09 -2.68
Cl 0.522828 1.353172 -1.517489 -0.19 1.56 1.14
O -1.320533 1.162714 -3.962255 -0.31 0.14 -0.21
O -0.080350 -0.801866 -4.897129 -0.01 0.18 -0.63
C 2.045856 1.208679 -5.970440 0.19 0.29 -0.37
C 2.688858 2.023579 -6.909578 0.04 -0.34 0.34
H 0.504461 4.628077 -6.926076 0.12 -0.34 0.06
H -0.599244 3.195568 -5.224158 0.01 -0.21 -0.12
H 1.975774 0.317979 -3.084362 -0.34 0.04 0.18
H 2.522739 0.286844 -5.653052 -0.18 -0.02 -0.14
H 3.652422 1.724144 -7.334422 -0.42 0.07 0.14
```
Positions in Å, forces in eV/Å.

=====

Record 3
Molecular formula: C27H36N
Method: DFT, ωB97M-V/def2-TZVPD

**Relative energy (zero: lowest compared OMol25 entry of this formula, charge and spin)**: 24.3 kcal per mole
**LUMO**: -5.5 eV
**Charge**: +1
**E**: -1104.90005 Eh
**Orbital gap**: 5.1 eV
**2S+1**: 1

```
64
Properties=species:S:1:pos:R:3:forces:R:3
C -4.742426 2.071443 0.837466 -0.40 0.12 0.07
C -3.956667 0.989116 0.159133 0.23 -0.08 -0.15
C -3.405792 -0.068118 0.878434 0.04 -0.04 -0.05
C -2.560779 -1.006715 0.279848 -0.24 0.34 -0.16
C -2.016094 -2.106548 1.152014 0.12 -0.23 0.36
C -2.280227 -0.897783 -1.097451 -0.13 -0.14 0.12
C -1.307483 -1.840554 -1.805940 0.01 0.52 0.10
C -1.896410 -3.220172 -2.087733 0.12 -0.21 -0.08
C 0.097572 -2.002154 -1.136150 -0.73 -1.15 -0.09
C 0.654700 -0.781915 -0.543924 1.26 -0.17 -1.84
C 2.034403 -0.530953 -0.586117 -0.28 0.06 0.06
C 2.501498 0.758451 -1.000085 0.38 0.87 0.89
C 1.572525 1.706102 -1.697854 0.04 0.33 -0.07
C 3.827447 1.107118 -0.782294 -0.29 0.15 -0.40
C 4.761701 0.178051 -0.298644 -0.30 0.24 0.19
C 6.190121 0.578294 -0.065100 0.10 -0.20 0.11
C 4.325883 -1.128445 -0.034986 -0.17 -0.31 0.00
C 3.011130 -1.528741 -0.232083 0.38 -0.05 -0.02
C 2.650037 -2.964286 -0.012350 0.16 -0.51 0.18
C -2.971046 0.066783 -1.863042 0.30 -0.23 0.18
C -2.878216 0.061924 -3.368328 0.02 0.16 -0.20
C -3.761381 1.014165 -1.221890 -0.08 -0.03 0.24
H -5.182352 2.732512 0.083059 0.02 -0.06 0.24
H -5.556571 1.641299 1.435559 0.15 0.15 -0.10
H -4.133844 2.691993 1.514215 -0.09 -0.28 -0.24
H -3.634335 -0.167412 1.944990 0.09 0.03 -0.33
H -2.171919 -3.103333 0.708302 0.14 0.40 0.25
H -0.937871 -1.973769 1.350362 -0.33 -0.14 0.02
H -2.524414 -2.093106 2.132183 0.26 -0.04 -0.45
H -1.074990 -1.385952 -2.780207 -0.17 -0.12 0.29
H -2.856306 -3.140283 -2.605215 0.15 0.01 0.06
H -1.206939 -3.786847 -2.723367 -0.15 -0.04 0.05
H -2.050611 -3.791457 -1.166774 -0.02 0.09 -0.20
H 0.070052 -2.848688 -0.429764 -0.12 0.29 -0.02
H 0.774346 -2.351752 -1.944226 -0.18 0.21 0.56
H -0.045522 0.025629 -0.354181 0.06 0.10 -0.11
H 2.070452 2.672494 -1.841944 -0.22 -0.22 0.04
H 1.279688 1.330565 -2.693968 0.17 0.03 0.39
H 0.646212 1.874340 -1.131973 0.14 -0.04 -0.03
H 4.147106 2.136606 -0.991717 -0.09 -0.53 -0.11
H 6.746360 -0.256589 0.375829 -0.05 0.25 -0.12
H 6.688459 0.867648 -1.003414 -0.25 -0.06 0.25
H 6.252106 1.435647 0.620941 -0.09 -0.18 -0.22
H 5.046283 -1.853674 0.356621 -0.27 0.21 -0.27
H 3.553524 -3.554143 0.194929 -0.29 0.25 0.03
H 1.960820 -3.093108 0.836510 0.14 0.01 -0.25
H 2.183509 -3.402762 -0.905693 0.22 0.14 0.35
H -3.519544 0.843764 -3.795917 0.18 -0.25 0.11
H -1.848110 0.257354 -3.702865 -0.30 -0.05 -0.06
H -3.197457 -0.909701 -3.783585 0.16 0.39 0.11
H -4.260393 1.786135 -1.806957 0.12 -0.15 0.05
C -1.549239 2.410118 2.318265 -0.45 -0.03 -0.06
N -0.166291 2.195884 2.684838 0.50 -0.29 0.29
C 0.530329 2.887757 3.661157 0.89 -1.35 -0.88
C 1.803498 2.307760 3.744227 -0.82 0.08 -0.68
C 1.871753 1.255089 2.770212 -0.82 0.17 -0.08
C 0.619075 1.179048 2.154199 0.56 1.09 1.16
H -2.058736 1.436014 2.308954 0.06 0.45 0.06
H -2.043824 3.071890 3.047012 0.29 -0.29 -0.25
H -1.660778 2.854974 1.313308 0.18 -0.12 0.36
H 0.073655 3.716770 4.183768 0.10 -0.15 -0.06
H 2.592377 2.594849 4.418545 -0.01 0.11 -0.03
H 2.729113 0.625601 2.520708 -0.37 0.20 0.31
H 0.190857 0.425799 1.510124 0.00 0.33 0.12
```
Positions in Å, forces in eV/Å.